DFT (the ωB97M-V functional and the def2-TZVPD basis) results for a 19-piece molecular cluster, C65H130O49S8 overall in a non-equilibrium geometry.

Geometry (Å):
C  0.7211  -1.1622  -2.7416
O  -0.7103  -1.3126  -2.9812
C  -0.9951  -1.8038  -4.1660
O  -0.2161  -1.9435  -5.0645
O  -2.3111  -2.1679  -4.2306
C  -2.6291  -2.8297  -5.5322
H  1.0550  -0.3225  -3.3748
H  1.2573  -2.0783  -2.9634
H  0.7973  -1.1002  -1.6677
H  -2.3239  -3.8940  -5.4442
H  -2.0835  -2.4155  -6.3526
H  -3.6859  -2.7142  -5.6232
C  3.1069  -3.1729  0.1542
O  3.3967  -4.0872  -0.9073
C  2.9941  -5.3272  -0.6939
O  2.5949  -5.8602  0.3470
O  3.3105  -6.1057  -1.7571
C  3.8274  -5.5602  -2.9999
H  3.5417  -2.2477  -0.1953
H  3.4662  -3.5460  1.0967
H  2.0247  -2.9945  0.2501
H  3.2743  -5.8114  -3.8602
H  4.7959  -6.0257  -3.0711
H  3.9070  -4.5186  -2.9064
C  6.2754  1.7565  -5.2629
O  6.9070  0.5713  -5.7197
C  7.6880  -0.1026  -4.8533
O  8.1624  0.3494  -3.8699
O  8.1232  -1.2805  -5.3542
C  7.4240  -1.8354  -6.5026
H  5.9600  1.7370  -4.2296
H  5.3874  1.8702  -5.8841
H  6.9490  2.5548  -5.4184
H  6.3802  -2.0868  -6.2473
H  7.9519  -2.7068  -6.8094
H  7.3881  -1.1612  -7.3790
C  4.1206  2.9969  2.0260
O  3.3013  3.3234  3.1431
C  2.0292  2.8465  3.0156
O  1.5423  2.4427  1.9956
O  1.4649  2.9108  4.2350
C  0.1136  2.3665  4.3086
H  3.7689  3.3995  1.1057
H  4.2063  1.8973  1.8898
H  5.1246  3.4468  2.1593
H  -0.1715  2.6275  5.3099
H  0.1378  1.3313  4.0107
H  -0.4833  2.8605  3.5639
C  -2.7875  3.7696  3.0071
O  -3.3106  4.4561  1.9078
C  -2.4490  4.8231  0.9226
O  -2.7371  5.5726  0.0259
O  -1.2010  4.3204  1.1966
C  -0.0961  4.8999  0.4626
H  -3.6143  3.5260  3.6603
H  -2.1796  4.4408  3.5815
H  -2.1585  2.9162  2.7297
H  0.7849  4.3068  0.7364
H  -0.0490  5.9337  0.8057
H  -0.3666  4.9249  -0.5905
C  5.9759  -2.1964  -2.2294
O  5.6693  -2.6675  -3.5515
C  4.4136  -2.2499  -3.9771
O  3.6847  -1.5802  -3.3302
O  4.1414  -2.8797  -5.1511
C  2.7888  -2.7729  -5.6642
H  5.7679  -1.1876  -2.0489
H  7.0293  -2.4798  -2.1106
H  5.3500  -2.8591  -1.6102
H  2.7945  -3.1572  -6.6605
H  2.5145  -1.7068  -5.7372
H  2.0912  -3.2637  -4.9801
C  6.4520  -4.0022  1.2960
O  7.0258  -2.7465  0.8489
C  8.1259  -2.6626  0.1311
O  8.6483  -3.5858  -0.4258
O  8.5182  -1.3819  0.0598
C  9.6061  -0.9909  -0.7796
H  5.7451  -3.8293  2.0547
H  7.3074  -4.6095  1.6360
H  6.0170  -4.5238  0.4250
H  9.7739  -1.7364  -1.5451
H  10.4987  -1.0142  -0.0934
H  9.3573  -0.0315  -1.2193
C  1.3354  -1.2941  3.1345
O  2.5552  -0.5219  3.3790
C  3.5587  -1.2298  3.6858
O  3.5772  -2.4271  3.6919
O  4.5593  -0.3436  4.0239
C  5.7636  -0.8939  4.4163
H  1.5784  -2.2470  2.6287
H  0.6900  -0.6645  2.5035
H  0.8831  -1.4216  4.1224
H  6.6066  -0.2840  4.0945
H  5.9364  -1.9184  4.0408
H  5.6753  -0.9508  5.4893
C  -6.2253  4.0215  1.8490
O  -7.2357  3.9033  2.8282
C  -7.0016  3.4711  4.0722
O  -5.9626  2.9950  4.4078
O  -8.0888  3.6026  4.8020
C  -8.1552  2.9103  6.0850
H  -5.6959  3.0570  1.7467
H  -5.6118  4.8920  2.0611
H  -6.6566  4.2552  0.8677
H  -9.1641  3.0270  6.3648
H  -7.4183  3.3855  6.7017
H  -7.8346  1.9119  5.9318
C  3.2348  1.1079  -1.0698
O  2.0702  0.4381  -0.5288
C  0.9241  1.1518  -0.4802
O  0.6658  2.1751  -1.0380
O  0.0027  0.4465  0.2232
C  -1.1380  1.1189  0.7144
H  3.2490  0.9632  -2.1362
H  4.0814  0.5183  -0.7388
H  3.2144  2.1586  -0.7163
H  -1.2636  1.9558  0.0299
H  -0.9843  1.3349  1.7165
H  -1.9413  0.3502  0.5773
C  -1.4008  -2.4628  1.1974
O  -0.4639  -2.9142  0.2813
C  -0.8919  -3.5529  -0.8433
O  -0.1244  -4.0446  -1.6679
O  -2.2146  -3.6108  -0.8817
C  -2.8840  -4.2957  -1.9983
H  -2.0281  -3.3124  1.4894
H  -2.1440  -1.8121  0.7623
H  -0.7835  -2.2133  2.0384
H  -3.4309  -3.5369  -2.5759
H  -3.5308  -5.1106  -1.7143
H  -2.0990  -4.7655  -2.6299
C  -4.8287  -0.9502  6.0889
C  -5.5882  -0.3925  4.8654
C  -4.5436  -0.1605  3.6474
S  -2.9484  -0.1044  4.4617
O  -2.2764  1.1484  4.3094
O  -2.2026  -1.2787  4.1367
C  -3.5958  -0.0134  6.1570
H  -4.5443  -1.9982  6.0685
H  -5.3955  -0.9062  7.0303
H  -5.9651  0.5851  4.9941
H  -6.4705  -0.9049  4.5648
H  -4.6574  0.8728  3.2353
H  -4.5221  -0.9196  2.8433
H  -3.7550  1.0615  6.2372
H  -2.8612  -0.3400  6.8609
C  -0.5445  2.1532  -3.8963
C  0.9208  1.9400  -4.3790
C  1.6277  3.1250  -4.9585
S  0.2865  4.3892  -4.8010
O  -0.4544  4.4043  -6.0134
O  0.7174  5.7043  -4.3348
C  -0.7111  3.5843  -3.4886
H  -0.7937  1.3845  -3.1594
H  -1.2157  2.0360  -4.7742
H  0.8896  1.0763  -5.0368
H  1.4092  1.5367  -3.4720
H  1.8501  3.1546  -6.0356
H  2.4505  3.5599  -4.4174
H  -1.6982  4.0421  -3.5100
H  -0.2665  3.7953  -2.5056
C  -8.9397  0.3333  3.1971
C  -9.7738  -0.7853  2.5218
C  -10.0802  -0.2717  1.0755
S  -8.4360  0.4632  0.6271
O  -8.6736  1.7084  -0.0176
O  -7.6460  -0.5507  -0.0977
C  -7.7693  0.6919  2.3032
H  -8.6972  -0.0025  4.2015
H  -9.6242  1.1638  3.2113
H  -10.6620  -0.8594  3.1380
H  -9.1649  -1.6809  2.6587
H  -10.7571  0.5272  1.1834
H  -10.2066  -1.0778  0.3578
H  -7.3989  1.7144  2.2797
H  -6.9228  0.0131  2.3101
C  3.0038  7.6271  -3.4289
C  2.7801  6.9421  -2.0253
C  2.9121  5.3904  -2.1668
S  4.2972  5.2811  -3.3102
O  4.3683  3.9721  -3.9300
O  5.5275  5.7936  -2.8096
C  3.6755  6.5414  -4.3994
H  3.6498  8.5027  -3.3388
H  2.0755  7.9703  -3.8602
H  1.8134  7.3296  -1.6625
H  3.4753  7.3599  -1.2984
H  2.0940  4.7446  -2.5427
H  3.3663  4.9198  -1.2733
H  3.0196  6.0656  -5.1351
H  4.5588  7.0116  -4.8623
C  -6.9547  -4.1122  -0.3529
C  -6.7145  -5.4417  0.4462
C  -6.8708  -5.0654  1.9214
S  -6.1304  -3.4783  2.0371
O  -4.7948  -3.5018  2.6819
O  -7.1106  -2.6483  2.7949
C  -6.0021  -3.0513  0.3080
H  -7.9938  -3.7515  -0.3016
H  -6.8542  -4.2223  -1.4511
H  -5.7052  -5.7442  0.1624
H  -7.4775  -6.1330  0.0642
H  -6.4101  -5.8047  2.5818
H  -7.9131  -4.9573  2.1791
H  -4.9712  -3.2557  0.0660
H  -6.2820  -2.0028  0.2086
C  8.8268  2.8343  -1.7267
C  8.8516  2.8324  -0.1456
C  7.4550  2.3314  0.3413
S  6.3813  2.4888  -1.1277
O  5.3219  3.4578  -0.8073
O  6.0262  1.2239  -1.7028
C  7.5096  3.3200  -2.2357
H  9.0124  1.8664  -2.1557
H  9.6907  3.4049  -2.0828
H  9.1344  3.8145  0.1575
H  9.6650  2.1667  0.1622
H  6.9351  3.0044  1.0446
H  7.4269  1.3531  0.7576
H  7.2252  4.3547  -2.0530
H  7.1399  3.0169  -3.1802
C  -1.8555  -5.5972  4.1543
C  -0.7080  -4.5273  4.3257
C  -0.7470  -3.9677  5.7665
S  -2.2284  -4.6397  6.4844
O  -2.9009  -3.6393  7.2863
O  -1.8736  -5.9165  7.0649
C  -2.9915  -5.0371  4.8809
H  -1.6362  -6.5565  4.5514
H  -2.0127  -5.7652  3.0626
H  -0.9026  -3.8208  3.5685
H  0.2652  -4.9620  4.0906
H  -0.8027  -2.8698  5.8891
H  0.0840  -4.3587  6.3412
H  -3.4719  -4.1518  4.4384
H  -3.8467  -5.6531  5.1592
C  -3.7057  0.1535  -3.0646
C  -4.8897  1.0873  -3.1259
C  -5.6417  0.7899  -1.8030
S  -4.3023  0.6591  -0.5512
O  -4.4694  -0.4933  0.4060
O  -4.1609  1.9645  0.0761
C  -2.9926  0.2426  -1.7373
H  -3.0359  0.3596  -3.8972
H  -4.1288  -0.8404  -3.2080
H  -5.5627  0.8503  -3.9704
H  -4.6073  2.1675  -3.1653
H  -6.0113  -0.2544  -1.8285
H  -6.4892  1.4300  -1.6213
H  -2.4653  -0.6868  -1.3823
H  -2.2915  1.0988  -1.6777

Calculated values
- Calculated total energy: -256517.62240 eV
- ΔE to the lowest compared entry with this formula, charge and spin: 1.2090 eV
- Molar mass: 1952.2 g/mol
- Gap between HOMO and LUMO: 9.9 eV
- Lowest unoccupied orbital energy: -0.082 eV